1.
Molecular formula: C3H5NO
Method: DFT, ωB97M-V with the def2-TZVPD basis set

The geometry in ORCA input format:
```
! RIJCOSX wB97M-V def2-TZVPD def2/J DEFGRID3
* xyz 0 1
O 0.95397 -0.19839 0.92592
C 1.65558 -0.89566 0.08173
C 0.14862 0.28959 -0.39845
C -1.23298 -0.14473 -0.27067
N -0.80363 1.22320 0.07944
H 2.67137 -1.09041 0.46818
H 0.62005 0.54913 -1.36322
H -1.89867 -0.20490 -1.12759
H -1.41997 -0.86009 0.52322
H -0.69434 1.33226 1.08144
*
```

Calculated values
- E_HOMO (eV) = -8.05
- gap between HOMO and LUMO (eV) = 8.8

---

2.
Molecular formula: C3H5NO
Method: DFT, ωB97M-V with the def2-TZVPD basis set

The geometry in ORCA input format:
```
! RIJCOSX wB97M-V def2-TZVPD def2/J DEFGRID3
* xyz 0 1
O 2.21705 -0.86302 -0.29280
C 1.44297 0.03231 -0.08962
N 0.26616 0.15712 0.77597
C -0.95364 0.68858 0.24333
C -0.52343 -0.74688 -0.02577
H 1.73295 1.01886 -0.34167
H -1.79376 0.75960 0.90704
H -0.97080 1.40852 -0.57218
H -0.49005 -0.87240 -1.10034
H -0.92745 -1.58268 0.49604
*
```

Calculated values
- E_HOMO (eV) = -9.92
- structure (SMILES) = O=CN1CC1
- gap between HOMO and LUMO (eV) = 10.9

---

3.
Molecular formula: C3H5NO
Method: DFT, ωB97M-V with the def2-TZVPD basis set

The geometry in ORCA input format:
```
! RIJCOSX wB97M-V def2-TZVPD def2/J DEFGRID3
* xyz 0 1
C -0.65813 -0.76800 -0.05299
C -0.57283 0.87464 0.06533
N 0.86719 1.08514 0.12273
C 1.40856 -0.01592 -0.19020
O 0.65905 -1.10403 -0.47646
H -0.74626 -1.13792 0.99091
H -1.37440 -1.36258 -0.64142
H -0.97908 1.71145 -0.55867
H -1.07772 0.90393 1.01239
H 2.47361 -0.18671 -0.27163
*
```

Calculated values
- E_HOMO (eV) = -9.71
- structure (SMILES) = C1=NCCO1
- gap between HOMO and LUMO (eV) = 10.7

---

4.
Molecular formula: C3H5NO
Method: DFT, ωB97M-V with the def2-TZVPD basis set

The geometry in ORCA input format:
```
! RIJCOSX wB97M-V def2-TZVPD def2/J DEFGRID3
* xyz 0 1
C 0.70796 1.18217 0.05278
C -0.53866 0.28055 -0.02200
C 0.48024 -0.86436 0.02014
N 1.59000 0.13246 0.04728
O 2.82833 -0.05471 -0.01145
H 1.01797 2.12019 -0.23860
H -1.28955 0.20582 0.69220
H -0.91336 0.24894 -1.01308
H 0.59601 -1.32378 0.97477
H 0.68507 -1.56018 -0.85879
*
```

Calculated values
- E_HOMO (eV) = -8.71
- structure (SMILES) = [O-][N+]1=CCC1
- gap between HOMO and LUMO (eV) = 9.7

---

It is 3 that is the most stable of them.

---

1.
Molecular formula: C3H5NO
Method: DFT, ωB97M-V with the def2-TZVPD basis set

The geometry in ORCA input format:
```
! RIJCOSX wB97M-V def2-TZVPD def2/J DEFGRID3
* xyz 0 1
C 0.45977 0.74045 -0.31735
C 2.08677 0.39886 0.02760
C -1.53875 -0.39627 0.25136
N 2.16155 -0.78726 -0.10302
O -0.43699 0.43586 0.59323
H 0.22135 0.29632 -1.41654
H 2.72040 1.22940 0.33469
H -1.53366 -0.68286 -0.86001
H -2.52938 0.10588 0.56055
H -1.61106 -1.34036 0.92950
*
```

Calculated values
- E_HOMO (alpha / beta) (eV) = -8.58 / -8.34
- gap between HOMO and LUMO (alpha / beta) (eV) = 8.7 / 8.3

---

2.
Molecular formula: C3H5NO
Method: DFT, ωB97M-V with the def2-TZVPD basis set

The geometry in ORCA input format:
```
! RIJCOSX wB97M-V def2-TZVPD def2/J DEFGRID3
* xyz 0 1
C 0.56445 1.31630 0.58861
C 0.55468 -0.38098 -0.82818
C -0.55927 -1.21010 0.01438
H 1.72826 0.94088 0.67364
H 0.38598 2.53935 0.56739
H -0.11543 0.69997 1.17204
H 1.48266 -0.35151 -0.11831
H 0.74627 -0.74868 -1.79103
N -1.44362 -1.32660 0.86996
O 0.31480 0.98186 -0.65529
*
```

Calculated values
- E_HOMO (eV) = -10.85
- structure (SMILES) = COCC#N
- gap between HOMO and LUMO (eV) = 11.4

---

It is 2 that is the most stable of them.

---

1.
Molecular formula: C3H5NO
Method: DFT, ωB97M-V with the def2-TZVPD basis set

The geometry in ORCA input format:
```
! RIJCOSX wB97M-V def2-TZVPD def2/J DEFGRID3
* xyz 0 1
C 0.37453 -0.53055 -0.02499
C -0.98117 -0.18043 0.63894
C -0.80536 1.16376 -0.16292
H -1.89054 -0.69744 0.36566
H -0.95749 0.05950 1.71988
H -0.74907 2.14235 0.44767
H -1.62870 1.43840 -0.82641
H 1.20775 1.12562 -1.24617
N 0.36174 0.53979 -0.85288
O 1.24472 -1.32045 0.35042
*
```

Calculated values
- E_HOMO (eV) = -9.82
- structure (SMILES) = O=C1CCN1
- gap between HOMO and LUMO (eV) = 10.7

---

2.
Molecular formula: C3H5NO
Method: DFT, ωB97M-V with the def2-TZVPD basis set

The geometry in ORCA input format:
```
! RIJCOSX wB97M-V def2-TZVPD def2/J DEFGRID3
* xyz 0 1
C -1.05709 0.82800 0.26202
O -0.56673 0.13021 -0.87250
C 0.52179 -0.74131 -0.71490
C 1.35700 -0.50617 0.48417
N 1.98571 -0.34487 1.44188
H -2.14938 0.80374 0.22786
H -0.72219 1.87236 0.23322
H -0.72460 0.38560 1.20620
H 1.16552 -0.63728 -1.59716
H 0.18997 -1.79028 -0.67078
*
```

Calculated values
- E_HOMO (eV) = -10.48
- structure (SMILES) = COCC#N
- gap between HOMO and LUMO (eV) = 11.3

---

3.
Molecular formula: C3H5NO
Method: DFT, ωB97M-V with the def2-TZVPD basis set

The geometry in ORCA input format:
```
! RIJCOSX wB97M-V def2-TZVPD def2/J DEFGRID3
* xyz 0 1
C -0.01754 -0.11300 0.77461
C 0.04441 0.67844 -0.97944
C 0.66818 -1.16539 -0.09800
N 0.65063 -0.55672 -1.38323
O 1.85384 -0.67371 -0.65623
H 0.45828 0.20611 1.66554
H -1.02383 -0.19588 0.76599
H -0.94292 0.74214 -1.08257
H 0.48679 1.58083 -1.31929
H 0.44920 -2.30792 0.07460
*
```

Calculated values
- E_HOMO (eV) = -9.39
- gap between HOMO and LUMO (eV) = 10.5

---

4.
Molecular formula: C3H5NO
Method: DFT, ωB97M-V with the def2-TZVPD basis set

The geometry in ORCA input format:
```
! RIJCOSX wB97M-V def2-TZVPD def2/J DEFGRID3
* xyz 0 1
C -0.12013 0.54050 -0.88072
C 0.85127 -0.48742 -0.63461
N -0.28423 -0.80405 0.21416
C -0.62754 -0.13259 1.35585
O -0.75921 1.07410 1.40517
H 0.09449 1.58546 -0.61754
H -0.96713 0.40372 -1.52959
H 0.97336 -1.24218 -1.39470
H 1.76189 -0.17717 -0.12954
H -0.92278 -0.76035 2.21151
*
```

Calculated values
- E_HOMO (eV) = -9.54
- structure (SMILES) = O=CN1CC1
- gap between HOMO and LUMO (eV) = 10.6

---

It is 1 that is the most stable of them.

---

1.
Molecular formula: C3H5NO
Method: DFT, ωB97M-V with the def2-TZVPD basis set

The geometry in ORCA input format:
```
! RIJCOSX wB97M-V def2-TZVPD def2/J DEFGRID3
* xyz 0 1
C 0.87871 -1.09798 -0.06500
C -0.43289 -0.34367 0.04662
C 0.35937 0.96666 -0.03374
N 1.62673 -0.02694 0.02295
O 2.82417 0.24033 -0.01098
H 1.35250 -2.02913 -0.02802
H -1.17838 -0.60076 -0.75870
H -0.85147 -0.54621 1.09866
H 0.46345 1.38215 -0.95730
H 0.27590 1.66664 0.77872
*
```

Calculated values
- E_HOMO (eV) = -8.66
- structure (SMILES) = [O-][N+]1=CCC1
- gap between HOMO and LUMO (eV) = 9.6

---

2.
Molecular formula: C3H5NO
Method: DFT, ωB97M-V with the def2-TZVPD basis set

The geometry in ORCA input format:
```
! RIJCOSX wB97M-V def2-TZVPD def2/J DEFGRID3
* xyz 0 1
O 2.12698 -0.54127 0.30593
C 0.98656 -0.23385 0.10318
C 0.15086 1.04126 0.29033
N -1.02104 0.29866 -0.23227
C -0.25590 -0.96158 -0.44327
H 0.09611 1.42634 1.32156
H 0.44960 1.86070 -0.37787
H -1.78648 0.22436 0.42618
H -0.57820 -1.85556 0.09748
H -0.16850 -1.25905 -1.49124
*
```

Calculated values
- E_HOMO (eV) = -9.53
- structure (SMILES) = O=C1CNC1
- gap between HOMO and LUMO (eV) = 10.5

---

It is 2 that is the most stable of them.

---

1.
Molecular formula: C3H5NO
Method: DFT, ωB97M-V with the def2-TZVPD basis set

The geometry in ORCA input format:
```
! RIJCOSX wB97M-V def2-TZVPD def2/J DEFGRID3
* xyz 0 1
C 1.87459 -0.47742 0.03578
C -1.60869 0.41630 0.49920
C -0.39533 -0.14239 0.02653
N 0.72121 -0.84108 0.39805
O -1.57275 -0.62805 -0.43458
H 2.81128 -1.03894 0.19484
H 1.89051 0.30094 -0.68126
H -2.02777 0.33989 1.47663
H -1.86559 1.24796 -0.05180
H 0.17254 0.82280 -1.46341
*
```

Calculated values
- E_HOMO (alpha / beta) (eV) = -8.72 / -8.72
- gap between HOMO and LUMO (alpha / beta) (eV) = 9.2 / 9.2

---

2.
Molecular formula: C3H5NO
Method: DFT, ωB97M-V with the def2-TZVPD basis set

The geometry in ORCA input format:
```
! RIJCOSX wB97M-V def2-TZVPD def2/J DEFGRID3
* xyz 0 1
C 0.96599 0.03855 -0.21219
C -0.05580 -1.03655 -0.08977
C -0.13991 1.04082 -0.11663
H -0.13015 -1.87181 -0.95454
H 0.20949 -1.59615 0.88556
H -1.78476 0.00286 0.65613
H 0.06464 1.56254 0.84345
H -0.13550 1.90976 -0.80137
N -1.18401 -0.05453 -0.17091
O 2.18999 0.00451 -0.03972
*
```

Calculated values
- E_HOMO (eV) = -9.83
- structure (SMILES) = O=C1CNC1
- gap between HOMO and LUMO (eV) = 10.5

---

3.
Molecular formula: C3H5NO
Method: DFT, ωB97M-V with the def2-TZVPD basis set

The geometry in ORCA input format:
```
! RIJCOSX wB97M-V def2-TZVPD def2/J DEFGRID3
* xyz 0 1
O -1.87445 0.05557 -0.25860
C -0.66623 -0.24419 0.40593
C 0.49259 0.61624 -0.14972
C 1.76802 -0.10297 -0.10534
N 2.74467 -0.72255 -0.08013
H -2.11194 -0.69657 -0.81132
H -0.80151 -0.02955 1.47092
H -0.40856 -1.30557 0.31524
H 0.58857 1.55651 0.40293
H 0.26884 0.87308 -1.18991
*
```

Calculated values
- E_HOMO (eV) = -11.03
- structure (SMILES) = N#CCCO
- gap between HOMO and LUMO (eV) = 11.7

---

4.
Molecular formula: C3H5NO
Method: DFT, ωB97M-V with the def2-TZVPD basis set

The geometry in ORCA input format:
```
! RIJCOSX wB97M-V def2-TZVPD def2/J DEFGRID3
* xyz 0 1
O 2.23071 -0.73562 -0.36952
C 1.57568 0.20586 0.02058
N 0.27858 0.07384 0.44944
C -1.01010 0.62388 0.12465
C -0.68244 -0.82571 -0.09963
H 1.99700 1.21663 0.15542
H -1.61577 0.90466 0.98505
H -1.12970 1.27295 -0.74355
H -0.51362 -1.15443 -1.12539
H -1.04065 -1.59236 0.58123
*
```

Calculated values
- E_HOMO (eV) = -9.85
- structure (SMILES) = O=CN1CC1
- gap between HOMO and LUMO (eV) = 10.8

---

It is 3 that is the most stable of them.

---

1.
Molecular formula: C3H5NO
Method: DFT, ωB97M-V with the def2-TZVPD basis set

The geometry in ORCA input format:
```
! RIJCOSX wB97M-V def2-TZVPD def2/J DEFGRID3
* xyz 0 1
C -0.61490 -1.63190 0.05420
C -0.15180 1.30339 0.12185
N 1.27986 1.64310 0.49947
C 1.09550 0.72183 -0.32628
O 0.51031 -2.02191 0.24238
H -1.35415 -1.54111 0.87342
H -0.97370 -1.32556 -0.94739
H -0.68501 2.01642 -0.50356
H -0.75313 0.83375 0.90276
H 1.64703 0.00200 -0.91684
*
```

Calculated values
- E_HOMO (eV) = -10.30
- structure (SMILES) = C1=NC1.C=O
- gap between HOMO and LUMO (eV) = 11.0

---

2.
Molecular formula: C3H5NO
Method: DFT, ωB97M-V with the def2-TZVPD basis set

The geometry in ORCA input format:
```
! RIJCOSX wB97M-V def2-TZVPD def2/J DEFGRID3
* xyz 0 1
O -0.41394 -1.97482 0.26699
C 0.01796 -0.86306 0.07964
C -0.22443 0.36857 0.98036
C -0.16890 1.44263 -0.05244
N 0.72221 -0.48115 -1.02292
H -1.19073 0.22950 1.47369
H 0.58483 0.45759 1.70852
H -1.14102 1.43135 -0.56248
H 1.09247 0.47225 -1.04087
H 0.72154 -1.08285 -1.83049
*
```

Calculated values
- E_HOMO (eV) = -9.23
- gap between HOMO and LUMO (eV) = 8.6

---

It is 1 that is the most stable of them.

---

1.
Molecular formula: ArH20O10
Method: DFT, ωB97M-V with the def2-TZVPD basis set

The geometry in ORCA input format:
```
! RIJCOSX wB97M-V def2-TZVPD def2/J DEFGRID3
* xyz 0 1
Ar -0.04695 0.39958 -0.16648
O 2.41211 0.55321 2.83582
H 1.86939 -0.01401 3.38349
H 1.93365 1.38148 2.80008
O -2.71643 2.92078 0.86654
H -3.30404 3.50295 1.34824
H -2.09042 2.61498 1.52290
O 0.04917 0.17110 -3.46050
H -0.08892 0.95557 -2.92968
H 0.83211 -0.23533 -3.08894
O -1.05052 -3.12799 0.29890
H -1.76634 -2.65800 -0.12884
H -1.16638 -2.94472 1.23122
O -3.24072 -1.87809 -0.96243
H -3.15715 -0.96278 -0.69511
H -3.68828 -2.30205 -0.23019
O -3.44243 1.10506 -1.17984
H -3.11831 1.77280 -0.57545
H -3.75350 1.59879 -1.93859
O -1.22276 1.97708 3.28898
H -0.44750 2.52496 3.16642
H -1.50741 2.16083 4.18421
O 2.19622 -1.64309 -3.29432
H 2.60644 -0.94620 -3.80649
H 2.44610 -1.45495 -2.38968
O 2.65456 -1.73222 -0.08092
H 3.40891 -2.32145 -0.07887
H 2.18572 -1.93977 0.72738
O 4.47947 0.45861 -0.47257
H 5.07351 -0.22798 -0.16931
H 3.66071 0.29088 -0.00597
*
```

Calculated values
- E_HOMO (eV) = -10.51
- gap between HOMO and LUMO (eV) = 10.1

---

2.
Molecular formula: ArH20O10
Method: DFT, ωB97M-V with the def2-TZVPD basis set

The geometry in ORCA input format:
```
! RIJCOSX wB97M-V def2-TZVPD def2/J DEFGRID3
* xyz 0 1
Ar 0.15396 0.42114 0.47930
O 0.08182 -2.61776 -2.38839
H -0.37321 -2.61365 -1.54628
H 0.66596 -3.37462 -2.34185
O 4.04158 0.57744 -1.21995
H 3.71654 -0.32105 -1.16254
H 4.89454 0.55225 -0.78629
O -1.23149 -2.60009 0.23715
H -1.20330 -3.24488 0.94402
H -1.52358 -1.79271 0.66029
O -2.23827 3.75104 1.17823
H -2.11882 3.44127 0.28045
H -1.39384 4.13528 1.41388
O -3.32719 1.49741 2.41411
H -3.72264 2.02281 3.10967
H -2.84890 2.12991 1.87800
O -2.59663 0.17849 -2.40153
H -3.50473 0.29107 -2.68242
H -2.63831 -0.48859 -1.71633
O 2.29036 1.05379 3.27214
H 3.10119 0.75071 2.86356
H 2.15132 0.45293 4.00417
O -2.61017 2.80517 -1.34762
H -3.43315 3.05954 -1.76503
H -2.53956 1.86445 -1.50977
O 2.60300 -2.12777 1.20477
H 2.60400 -1.81299 0.30081
H 3.02470 -1.42774 1.70313
O 2.81760 -1.92267 -1.45317
H 3.15336 -2.79221 -1.67087
H 2.00388 -1.84788 -1.95167
*
```

Calculated values
- E_HOMO (eV) = -10.63
- gap between HOMO and LUMO (eV) = 10.8

---

It is 2 that is the most stable of them.

---

1.
Molecular formula: CH3BrFO2P
Method: DFT, ωB97M-V with the def2-TZVPD basis set

The geometry in ORCA input format:
```
! RIJCOSX wB97M-V def2-TZVPD def2/J DEFGRID3
* xyz 0 1
C 0.85179 0.54062 0.19391
O 2.03263 0.02180 -0.23255
O -0.19288 -0.35655 -0.25905
F -2.02055 -1.78120 -0.63218
P -1.36011 -1.04004 0.60822
Br -2.74004 0.70039 0.49460
H 0.52425 1.50680 -0.31204
H 2.00247 -0.11580 -1.18630
H 0.90244 0.52398 1.32539
*
```

Calculated values
- E_HOMO (eV) = -10.10
- structure (SMILES) = OCOP(F)Br
- gap between HOMO and LUMO (eV) = 10.8

---

2.
Molecular formula: CH3BrFO2P
Method: DFT, ωB97M-V with the def2-TZVPD basis set

The geometry in ORCA input format:
```
! RIJCOSX wB97M-V def2-TZVPD def2/J DEFGRID3
* xyz 0 1
C -0.99588 0.15716 0.39257
O 2.10587 0.83610 -1.96574
O -0.09552 0.54986 -0.57877
F -1.05411 -2.56584 0.05342
P 1.49092 0.17002 -0.82083
Br 2.28095 0.63434 1.22711
H -1.80583 0.76337 0.02745
H -0.83425 0.42299 1.50036
H -1.09214 -0.96799 0.16443
*
```

Calculated values
- E_HOMO (alpha / beta) (eV) = -11.59 / -9.69
- gap between HOMO and LUMO (alpha / beta) (eV) = 8.9 / 5.4

---

It is 1 that is the most stable of them.